Here is an isolated molecule of C11H10O at a distorted geometry from the OMol25 dataset. Energies are from the ωB97M-V functional and the def2-TZVPD basis.

The geometry in XYZ format:
```
22
Properties=species:S:1:pos:R:3:forces:R:3
C 3.476 -1.125 -0.022 -0.746 2.172 3.436
O 3.076 0.296 -0.269 -0.621 -2.462 0.597
C 1.730 0.408 -0.081 0.316 2.000 -0.341
C 1.292 1.806 0.070 2.844 -0.694 -0.958
C 0.004 2.041 0.010 -5.089 2.494 2.036
C -1.050 1.001 0.079 -0.359 -0.489 -0.841
C -2.501 1.180 -0.024 0.438 0.469 -0.645
C -3.362 0.089 -0.193 -2.027 -1.011 -0.467
C -2.928 -1.267 -0.070 4.131 2.704 0.913
C -1.498 -1.373 0.167 -1.660 -3.943 -0.932
C -0.574 -0.353 0.091 0.300 1.926 -0.285
C 0.850 -0.622 -0.080 -1.707 2.195 1.204
H 2.822 -1.829 -0.606 1.223 0.606 0.724
H 3.402 -1.212 1.300 -0.003 -0.372 -4.165
H 4.511 -1.040 -0.259 0.677 -0.838 -0.345
H 2.059 2.649 0.099 -1.095 -1.468 0.015
H -0.427 3.114 0.243 1.104 -1.998 -0.929
H -2.992 2.192 -0.129 1.027 -1.089 0.215
H -4.507 0.173 -0.506 2.619 0.462 0.963
H -3.564 -2.114 -0.116 -0.396 -0.495 -0.082
H -0.988 -2.428 0.207 -1.356 1.825 0.011
H 1.168 -1.586 0.086 0.378 -1.991 -0.122
```
Forces are in eV/Å.

E_tot: -500.306275 Eh
Strongest force on any atom: 0.117 hartree/bohr
Total charge: 0
SMILES: COc1ccc2ccccc2c1
Relative energy (zero: lowest compared OMol25 entry of this formula, charge and spin): 246.2 kJ/mol
LUMO energy: 0.6 eV

Charges computed using Löwdin, reported in e:
1 C -0.040
2 O -0.115
3 C -0.298
4 C -0.024
5 C -0.064
6 C -0.134
7 C -0.046
8 C -0.128
9 C -0.059
10 C -0.051
11 C -0.194
12 C 0.004
13 H 0.087
14 H 0.186
15 H 0.059
16 H 0.144
17 H 0.147
18 H 0.116
19 H 0.135
20 H 0.078
21 H 0.136
22 H 0.060

---

Here is a structure of composition C12H34N3O4Pb at a distorted geometry from the OMol25 dataset. Energies are from the ωB97M-V functional and the def2-TZVPD basis.

The geometry in XYZ format:
```
54
Properties=species:S:1:pos:R:3:forces:R:3
Pb 0.545 0.183 -0.474 1.494 0.427 1.106
O 2.824 0.211 -0.168 -1.004 -0.340 0.297
H 3.603 0.206 -0.717 0.164 0.066 -0.368
C 2.520 -0.323 4.018 -0.509 -0.003 0.557
C 1.463 0.247 3.067 0.512 -0.098 0.623
C 1.891 1.618 2.551 0.498 -0.156 0.169
O 0.973 2.177 1.633 -0.068 0.138 -0.366
C 0.084 3.057 2.283 -0.185 0.033 0.490
N 1.276 -0.700 1.946 0.316 1.274 -0.393
H 3.523 -0.423 3.604 -0.107 -0.087 -0.275
H 2.099 -1.292 4.292 0.551 -0.204 0.162
H 2.604 0.242 4.951 -0.048 0.114 -0.140
H 0.572 0.322 3.700 -0.303 0.067 -0.533
H 2.874 1.547 2.083 -0.173 -0.224 -0.433
H 2.061 2.308 3.382 -0.273 -0.094 0.189
H -0.713 3.376 1.621 -0.095 -0.228 -0.337
H 0.574 3.971 2.630 0.243 -0.063 -0.014
H -0.342 2.556 3.159 -0.214 0.124 0.006
H 2.212 -0.718 1.519 -0.237 -0.480 -0.295
H 1.000 -1.620 2.259 0.094 -0.053 0.213
C -4.175 0.084 0.383 -0.083 0.090 -0.151
C -2.748 0.318 -0.107 0.253 0.340 0.448
C -2.611 1.755 -0.636 -0.081 0.014 -0.071
O -1.365 2.009 -1.280 -0.440 -0.635 0.136
C -1.338 3.183 -2.036 0.294 1.249 -0.838
N -1.798 0.100 1.022 -0.392 0.418 0.017
H -4.340 -0.974 0.582 -0.107 -0.024 -0.174
H -4.930 0.470 -0.305 0.018 -0.273 -0.077
H -4.336 0.595 1.335 0.103 0.128 -0.037
H -2.448 -0.354 -0.917 -0.264 -0.107 -0.007
H -2.736 2.450 0.201 -0.064 0.135 0.055
H -3.406 1.950 -1.361 -0.114 -0.088 0.078
H -1.442 4.091 -1.434 0.038 -0.128 0.224
H -2.071 3.279 -2.850 -0.423 -0.594 0.351
H -0.392 3.252 -2.577 0.209 -0.188 0.414
H -2.024 0.823 1.707 0.388 0.157 -0.079
H -2.035 -0.741 1.546 0.019 -0.218 -0.413
C 1.872 -4.066 -1.720 0.338 -0.184 0.194
C 1.273 -2.675 -1.719 -0.196 0.457 -1.057
C 0.365 -2.365 -2.923 0.395 0.357 0.654
O -0.032 -0.989 -2.772 -0.400 -0.424 -0.449
C -0.054 -0.255 -4.002 0.132 -0.097 0.377
N 0.447 -2.399 -0.524 0.231 -0.196 -0.153
H 1.113 -4.832 -1.889 0.024 -0.047 0.117
H 2.378 -4.240 -0.765 -0.301 -0.087 0.111
H 2.683 -4.216 -2.433 -0.268 0.276 -0.340
H 2.061 -1.913 -1.752 0.153 -0.209 0.164
H -0.516 -3.011 -2.861 -0.111 -0.026 -0.311
H 0.868 -2.483 -3.880 0.105 -0.227 0.020
H 0.973 -0.230 -4.368 -0.103 0.174 -0.389
H -0.409 0.749 -3.780 0.118 0.042 0.125
H -0.741 -0.686 -4.729 0.091 -0.205 -0.022
H -0.522 -2.630 -0.722 0.056 -0.273 0.231
H 0.793 -2.991 0.224 -0.276 0.180 0.192
```
Forces are in eV/Å.

E_tot: -1135.459912 Eh
Strongest force on any atom: 0.037 hartree/bohr
Total charge: +1
Relative energy (zero: lowest compared OMol25 entry of this formula, charge and spin): 0.0 kJ/mol
LUMO energy: -2.2 eV

Charges computed using Löwdin, reported in e:
1 Pb 1.558
2 O -0.507
3 H -0.052
4 C -0.055
5 C -0.409
6 C -0.211
7 O -0.260
8 C -0.097
9 N -0.023
10 H 0.089
11 H 0.079
12 H 0.086
13 H 0.138
14 H 0.125
15 H 0.134
16 H 0.079
17 H 0.099
18 H 0.093
19 H 0.045
20 H 0.078
21 C -0.049
22 C -0.425
23 C -0.190
24 O -0.344
25 C -0.115
26 N -0.020
27 H 0.084
28 H 0.086
29 H 0.088
30 H 0.126
31 H 0.133
32 H 0.134
33 H 0.098
34 H 0.099
35 H 0.095
36 H 0.083
37 H 0.089
38 C -0.039
39 C -0.433
40 C -0.161
41 O -0.372
42 C -0.058
43 N -0.020
44 H 0.090
45 H 0.086
46 H 0.091
47 H 0.116
48 H 0.135
49 H 0.135
50 H 0.103
51 H 0.080
52 H 0.102
53 H 0.091
54 H 0.091

---

Here is a cluster of 2 separate species, C4H2ClN2O2 in total at a distorted geometry from the OMol25 dataset. Energies are from the ωB97M-V functional and the def2-TZVPD basis.

The geometry in XYZ format:
```
11
Properties=species:S:1:pos:R:3:forces:R:3
C -1.638 0.021 0.791 -1.406 0.370 -2.106
C 0.304 -0.729 1.599 0.574 -0.715 0.907
C 0.331 -0.856 0.252 -1.424 0.046 -0.741
C 1.691 1.102 -0.845 -0.444 0.493 -0.843
N -1.006 -0.177 1.895 0.112 0.337 0.717
N -0.912 -0.414 -0.284 0.603 -1.280 0.580
O 2.554 1.179 -0.124 2.686 -0.020 2.489
O 0.927 1.207 -1.691 -1.877 0.142 -1.808
Cl 1.372 -1.789 -0.934 -0.653 0.632 1.150
H -2.717 0.419 0.489 2.278 -0.670 1.344
H -0.905 0.036 -1.146 -0.448 0.665 -1.690
```
Forces are in eV/Å.

E_tot: -873.789836 Eh
Strongest force on any atom: 0.071 hartree/bohr
Total charge: -1
Relative energy (zero: lowest compared OMol25 entry of this formula, charge and spin): 177.7 kJ/mol
LUMO energy: 3.4 eV

Charges computed using Löwdin, reported in e:
1 C -0.331
2 C -0.248
3 C -0.791
4 C -0.576
5 N -0.052
6 N -0.041
7 O 0.207
8 O 0.149
9 Cl 0.502
10 H 0.121
11 H 0.061